Record 1
# C3H4O5S2

2 unconnected molecules or ions with the total composition C3H4O5S2 (ωB97M-V/def2-TZVPD, the OMol25 dataset).

Each line ends with the Mulliken charge.
Positions of all 14 atoms, in Å:
C (2.9817, 1.1373, -0.6718)  -0.28
C (2.2366, 0.2357, -0.3223)  0.16
C (1.2892, -0.7047, 0.2288)  -1.24
O (-3.6599, -1.9031, -0.0224)  -0.61
O (-0.7176, 1.1785, 1.2375)  -0.63
O (-1.2508, -2.2595, 0.0844)  -0.57
O (-1.7904, 2.7622, -0.3562)  -0.64
O (-2.1698, 0.1732, -0.5506)  -0.29
S (-2.3512, -1.3066, 0.4075)  0.44
S (-1.1462, 1.4030, -0.1789)  0.40
H (3.6462, 1.8930, -0.8596)  0.41
H (1.7747, -1.3514, 0.8598)  0.40
H (0.7730, -1.2190, -0.5063)  0.42
H (0.3845, -0.0387, 0.6500)  0.03

## Properties
Net charge: -2
2S+1: 1

---

Record 2
# C5H7N3

A single C5H7N3 molecule (ωB97M-V/def2-TZVPD, the OMol25 dataset).

Each line ends with the Mulliken charge.
Positions of all 15 atoms, in Å:
C (-2.5360, -0.1663, 0.0842)  -0.84
C (-1.4004, 0.5693, -0.1651)  0.43
C (0.0220, -1.2497, -0.1385)  -0.15
C (2.0797, -0.4670, 0.0020)  -0.34
C (1.1740, 0.6313, -0.1470)  0.52
H (-2.3730, -1.3553, 0.0245)  0.13
H (-3.5192, 0.2605, 0.6372)  0.23
H (-1.3930, 1.7266, -0.0832)  0.10
H (-0.7844, -1.8784, -0.1926)  0.40
H (2.8120, -0.3176, 0.8870)  0.25
H (2.9289, -0.3950, -0.7348)  0.23
H (0.4830, 2.4222, -0.0217)  0.22
N (-0.1422, 0.0705, -0.3388)  0.07
N (1.2617, -1.7235, 0.0921)  -0.56
N (1.3869, 1.8725, 0.0948)  -0.69

## Properties
2S+1: 1
SMILES: [H]/N=C1/CN=CN1C=C

---

Record 3
# C6H8LiO7

A molecular structure, C6H8LiO7 (ωB97M-V/def2-TZVPD, the OMol25 dataset).

Each line ends with the Mulliken charge.
Positions of all 22 atoms, in Å:
Li (0.9015, -0.9300, 1.6027)  1.00
C (-1.4234, -0.1649, -2.0184)  -0.59
C (-0.8300, 0.2458, -0.7371)  0.35
C (-0.5641, 1.8070, -0.4663)  0.48
O (-0.0970, 2.1918, 0.6282)  -0.78
C (-0.9310, 2.7102, -1.5462)  -0.56
C (-1.5177, 2.2472, -2.6962)  0.33
C (-1.7351, 0.7501, -2.9494)  0.37
O (-2.1786, 0.2176, -4.0539)  -0.78
O (-1.7435, 3.1971, -3.5274)  -0.76
O (-0.5084, -0.6198, 0.1264)  -0.74
H (-1.5441, -1.2208, -2.2102)  0.36
H (-0.9163, 3.7608, -1.2964)  0.34
O (2.4989, -1.9815, 0.7287)  -0.54
H (3.1453, -2.3105, 1.3533)  0.27
H (2.6955, -2.4439, -0.0860)  0.27
O (-0.0441, -2.5180, 2.3183)  -0.53
H (-0.2119, -2.9715, 3.1444)  0.26
H (-0.7500, -2.8052, 1.7392)  0.29
O (1.9320, 0.0926, 2.9727)  -0.60
H (2.6664, 0.3487, 3.5307)  0.26
H (1.1558, 0.3972, 3.4428)  0.33

## Properties
Net charge: -1
2S+1: 1

---

For each record above, in turn, the calculated ΔE to the lowest compared entry with this formula, charge and spin values are 12.2, 338.8, 108.1 kJ/mol.